No. 1
ORCA calculation (the ωB97M-V functional and the def2-TZVPD basis) on a 2-piece molecular cluster, C25H47BClIN7O8P2 overall at a distorted geometry.

```
92
Properties=species:S:1:pos:R:3:forces:R:3
C 3.08016 -1.04098 -5.17262 0.04 0.41 0.07
C 2.39564 -0.34068 -3.98568 0.42 -1.08 -0.47
C 2.82714 -0.95702 -2.64591 -1.01 -0.24 -0.23
I 2.01399 -2.97813 -2.73915 0.24 0.18 -0.18
C 2.59963 -0.17173 -1.30937 0.85 -0.35 0.17
P 4.40324 0.37198 -0.87414 0.36 0.17 -0.18
O 5.21567 0.44580 -2.09980 0.15 -0.09 -0.29
N 1.89526 1.17801 -1.45826 0.12 0.43 -0.05
C 2.57866 2.14263 -2.40485 0.16 0.87 -0.02
C 3.14759 3.36308 -1.70716 2.85 0.90 -0.33
O 4.30967 3.72795 -1.89675 -2.92 -0.85 0.41
C 0.37092 1.21002 -1.50375 -0.41 -0.10 -0.20
Cl -0.20547 1.21914 -3.16525 -0.21 -0.35 -0.29
C 0.04274 2.59733 -0.96482 -0.43 0.30 -0.39
O -1.35267 2.76920 -0.94949 -0.03 0.12 0.82
C -1.72425 4.02843 -0.46454 1.50 2.92 -2.73
C -2.54980 3.98080 0.74584 -0.44 0.00 0.07
O -1.35498 5.05193 -1.06604 -0.94 -3.27 2.00
C -0.28933 0.11584 -0.61218 -0.07 0.07 0.35
C -1.73243 -0.16010 -0.99277 -0.40 0.21 -0.10
C -2.64889 -0.38823 0.20783 -0.22 -0.45 -0.27
N -3.37483 -1.67788 0.21900 -0.22 0.24 0.34
C -3.56924 -2.13485 1.60234 -0.22 0.07 -0.22
C -4.34274 -3.44219 1.68479 0.34 0.11 0.23
C -4.60689 -1.50590 -0.50090 0.53 -0.73 -3.01
C -5.86754 -1.10550 0.19968 -0.01 -0.23 0.09
O -4.59889 -1.66119 -1.73513 0.13 0.57 2.80
N 0.48408 -1.11263 -0.50815 0.09 -0.45 -1.42
N -0.12383 -2.11517 0.32382 0.37 0.07 0.08
C -0.71677 -3.07790 -0.27536 -0.28 0.65 0.07
C -1.11768 -3.20452 -1.68908 -0.05 0.16 -0.29
C -1.12919 -4.21904 0.56743 0.15 -0.09 -0.03
C 1.90743 -0.89173 -0.13710 -0.98 0.78 1.27
B 1.80360 -0.02934 1.25708 0.19 -0.23 0.03
N 0.90827 -0.39362 2.29921 1.12 -0.24 0.27
O 2.54909 1.14063 1.40464 -0.03 -0.11 -0.72
P 2.94156 -2.36206 0.46004 1.14 -1.08 -1.14
N 4.24044 -2.73947 -0.28741 -0.63 0.93 0.24
O 2.05104 -3.64824 0.69369 0.19 -0.17 0.05
O 3.32624 -1.92818 1.95881 0.17 0.40 0.11
H 3.44173 -0.29235 -5.86020 0.16 0.26 -0.27
H 2.38646 -1.64654 -5.72717 -0.17 -0.49 -0.09
H 3.93814 -1.62222 -4.87489 0.24 -0.33 0.09
H 1.34041 -0.50138 -4.10372 -0.37 0.32 0.05
H 2.64199 0.69405 -4.10529 -0.20 0.21 0.14
H 3.87671 -1.16684 -2.72296 0.44 0.07 -0.02
H 4.24472 1.60297 -0.24096 -0.15 0.13 0.15
H 4.87744 -0.50036 0.10350 -0.16 0.09 0.29
H 2.08433 1.63643 -0.55849 -0.02 -0.37 0.40
H 1.85895 2.52859 -3.11052 -0.36 -0.09 -0.26
H 3.37170 1.68987 -2.96679 0.41 -0.30 0.26
H 2.45799 3.94616 -1.07981 0.05 0.12 0.21
H 0.46771 3.34676 -1.61787 0.22 0.29 -0.18
H 0.45369 2.71952 0.03600 0.10 -0.05 0.39
H -2.69472 2.98248 1.11338 0.00 -0.43 0.12
H -2.08121 4.58649 1.50053 0.20 0.32 0.40
H -3.50994 4.42134 0.52654 -0.36 0.23 -0.03
H -0.43103 0.63076 0.34303 0.60 0.06 0.55
H -1.81885 -0.94104 -1.72368 -0.05 -0.28 -0.15
H -2.13046 0.71951 -1.45645 0.03 0.37 -0.46
H -2.11936 -0.30834 1.14394 0.35 -0.09 0.31
H -3.36887 0.42366 0.20786 -0.30 0.33 0.18
H -2.59441 -2.24943 2.05068 0.45 0.02 -0.02
H -4.07359 -1.37160 2.18356 -0.13 0.33 0.32
H -4.63724 -3.78717 0.70649 -0.27 -0.13 -0.32
H -3.72507 -4.21087 2.12074 0.19 -0.36 0.10
H -5.20051 -3.34179 2.32899 -0.46 -0.02 0.03
H -5.82033 -1.07990 1.27375 0.14 0.02 0.35
H -6.16992 -0.13225 -0.15114 -0.08 0.36 -0.25
H -6.63832 -1.80262 -0.08372 -0.35 -0.22 -0.17
H -0.80645 -4.15551 -2.09080 0.08 -0.43 -0.09
H -2.19870 -3.17088 -1.70532 -0.45 -0.06 0.01
H -0.74889 -2.42411 -2.32455 0.24 0.21 -0.18
H -2.09381 -4.59019 0.26538 -0.43 -0.08 0.03
H -1.11077 -3.96928 1.61516 -0.02 -0.01 0.40
H -0.42022 -5.01117 0.36013 0.26 -0.38 0.07
H 1.28742 -0.11425 3.19406 -0.37 0.39 0.33
H 0.70441 -1.37754 2.36346 -0.86 -0.05 -0.35
H 3.10978 1.15033 2.17707 0.21 0.28 0.50
H 4.39960 -2.24699 -1.15361 0.26 -0.50 -0.14
H 1.50058 -3.61356 1.47507 -0.57 -0.12 0.11
H 2.74522 -2.27578 2.63322 -0.04 -0.09 0.47
N 0.64449 2.80380 3.95549 0.04 0.01 0.03
C 0.97511 4.03103 4.47049 -0.06 -0.03 -0.06
C -0.13339 4.53002 5.09659 -0.02 -0.04 0.03
C -1.16828 3.56163 4.96837 -0.02 0.09 -0.03
C -0.65891 2.50945 4.25927 -0.01 -0.05 -0.06
H 1.26370 2.20441 3.44739 0.02 0.02 -0.11
H 1.96334 4.43897 4.35078 0.02 0.03 0.00
H -0.19536 5.47790 5.60172 -0.01 0.03 0.02
H -2.16990 3.63245 5.35602 -0.02 0.01 0.02
H -1.10372 1.57893 3.95066 -0.02 -0.03 0.00
```
Positions in Å, forces in eV/Å.

Summary:
lowest unoccupied orbital energy: -3.0 eV
net charge: +1
E_HOMO: -10.85 eV
HOMO-LUMO gap: 7.835 eV

Results of the Löwdin charge analysis, in e, for atoms 1 through 6: number 1, C, carries -0.111; number 2, C, carries -0.358; number 3, C, carries -0.588; number 4, I, carries 1.207; number 5, C, carries -0.371; number 6, P, carries 0.833

***

No. 2
ORCA calculation (the ωB97M-V functional and the def2-TZVPD basis) on C25H47Br2CaNO3Si2 as an isolated structure at a distorted geometry.

```
81
Properties=species:S:1:pos:R:3:forces:R:3
O -1.40113 -2.36500 -1.70221 -0.36 -0.74 0.69
O -2.46859 -0.49223 -2.81943 -0.72 0.14 -0.96
C -0.33001 -3.32357 -1.69239 -0.33 0.01 0.38
C 0.39676 -3.34350 -0.34608 0.14 -0.55 -0.20
H 0.33796 -3.00824 -2.50468 -0.13 -0.04 0.23
H -0.74220 -4.31801 -1.95429 0.27 0.28 0.08
H 0.47176 -2.32981 0.06278 0.14 -0.27 0.02
H 1.40370 -3.75824 -0.49039 -0.17 0.22 0.07
H -0.09888 -4.00559 0.38641 0.13 0.40 -0.26
C -2.35211 -2.48862 -0.61176 1.12 -0.03 0.06
C -3.33443 -3.59818 -0.85316 -0.54 -0.21 -0.18
H -2.84674 -1.51855 -0.52515 0.09 -0.16 -0.09
H -1.81437 -2.64556 0.33816 -0.14 0.15 -0.35
H -3.89036 -3.39211 -1.78384 0.13 -0.31 0.35
H -4.05954 -3.62693 -0.02829 0.14 -0.08 -0.17
H -2.84719 -4.58593 -0.91595 -0.20 0.40 -0.03
C -3.61661 0.46566 -2.81435 0.92 -0.68 0.05
C -2.06577 -1.10870 -4.09041 -0.86 0.69 0.30
C -4.52852 0.13819 -1.66101 -0.23 0.20 -0.04
H -4.12208 0.32227 -3.77213 0.27 0.01 0.07
H -3.16460 1.45864 -2.77248 -0.26 -0.13 0.10
H -4.89374 -0.90765 -1.65949 0.39 0.54 -0.09
H -5.40355 0.79361 -1.76410 0.14 -0.10 0.21
H -4.01076 0.37440 -0.72934 -0.26 -0.15 0.06
C -3.08464 -2.17683 -4.33250 0.00 -0.81 -0.45
H -1.04725 -1.46888 -3.91526 -0.37 0.12 -0.23
H -2.11023 -0.31295 -4.85268 0.29 -0.35 0.27
H -2.95559 -2.97136 -3.58483 -0.18 0.32 -0.29
H -2.89676 -2.60328 -5.31774 -0.15 -0.14 -0.09
H -4.12524 -1.79678 -4.32081 0.60 -0.15 0.03
H -1.69398 -0.56747 -2.11359 0.40 1.42 0.81
Ca 0.68871 1.50559 0.67604 1.79 0.16 1.18
C -0.45068 0.46615 -0.96812 -1.83 -0.43 -2.31
Si 0.40873 1.25963 -2.38242 0.07 -1.03 1.24
H -1.31220 0.90845 -0.44686 -0.12 0.02 -0.17
H -0.10491 -0.41923 -0.45795 0.14 -0.14 -0.10
C 1.47787 0.00895 -3.26758 0.34 -0.07 -0.36
C 1.52485 2.61844 -1.72976 0.47 0.53 -0.33
C -0.64864 2.14540 -3.62613 -0.52 0.66 -0.68
C 2.91990 0.39618 0.32557 -0.03 0.19 0.39
Si 4.12161 1.18934 1.49228 -0.77 -0.92 -1.10
H 3.27175 0.27150 -0.70624 0.23 0.16 0.12
H 2.59854 -0.60594 0.67829 0.15 0.44 -0.02
C 5.04125 2.59652 0.62571 0.16 0.14 0.11
C 5.37118 -0.05128 2.14282 0.42 0.12 0.36
C 3.22501 1.90045 3.00637 0.33 0.00 0.35
H -0.06992 2.94767 -4.10943 -0.02 -0.20 0.15
H -1.51131 2.64780 -3.17528 0.08 0.01 0.05
H -1.03099 1.53598 -4.45139 0.04 -0.10 0.16
H 2.38224 -0.22608 -2.70000 -0.12 0.05 0.08
H 1.80216 0.39564 -4.24069 0.01 0.00 0.04
H 0.97187 -0.94099 -3.45767 -0.06 0.07 0.06
H 2.33778 2.26976 -1.07700 -0.21 -0.05 -0.10
H 0.95738 3.41414 -1.22650 -0.01 0.14 -0.06
H 2.00495 3.07800 -2.59721 0.06 0.25 0.08
H 5.96868 -0.47358 1.32256 -0.17 0.12 0.14
H 4.86848 -0.88354 2.65578 0.07 0.20 -0.11
H 6.05903 0.43095 2.85164 0.02 -0.22 -0.01
H 2.69018 1.10712 3.55541 0.11 0.23 -0.16
H 2.51830 2.71567 2.78701 0.12 -0.13 0.02
H 3.99203 2.30970 3.68886 -0.35 -0.05 -0.10
H 5.93862 2.88534 1.19656 -0.23 0.02 -0.19
H 4.40829 3.48971 0.51062 0.16 -0.18 0.00
H 5.36244 2.27478 -0.37607 -0.06 0.08 0.25
Br 1.64447 -2.74486 3.22755 -0.36 0.31 0.46
C 0.66954 -1.29400 3.99493 -0.69 0.93 -0.65
C 0.37679 -1.19231 5.34852 -0.23 0.57 0.53
C -0.22562 -0.04580 5.87907 0.04 -0.55 -0.34
Br -0.55921 -0.00336 7.76144 0.00 0.01 -0.23
C -0.56550 1.07876 5.06699 0.45 -0.63 -0.20
C -1.03248 2.32424 5.54875 -0.06 0.27 -0.19
C -1.12094 3.41441 4.70093 -0.07 -0.38 0.12
C -0.75575 3.25117 3.35057 0.21 -1.00 -0.04
N -0.36039 2.07015 2.85905 -0.67 0.48 0.12
C -0.31513 0.96610 3.66090 0.70 0.01 0.76
C 0.23706 -0.28397 3.09229 0.47 -0.14 -0.44
O 0.42472 -0.39739 1.83290 -0.62 0.31 0.72
H 0.63747 -2.03021 5.98993 -0.03 0.28 0.08
H -1.29677 2.39030 6.60317 0.11 0.16 -0.24
H -1.45481 4.39146 5.05047 0.08 -0.32 -0.02
H -0.79193 4.09831 2.65430 0.10 -0.35 0.27
```
Positions in Å, forces in eV/Å.

Summary:
lowest unoccupied orbital energy: 0.0 eV
net charge: 0
E_HOMO: -5.90 eV
HOMO-LUMO gap: 5.862 eV

Results of the Löwdin charge analysis, in e, for atoms 1 through 6: number 1, O, carries -0.268; number 2, O, carries -0.181; number 3, C, carries -0.223; number 4, C, carries -0.078; number 5, H, carries 0.110; number 6, H, carries 0.116